Here is 17 unconnected molecules or ions with the total composition C68H136O17 from the OMol25 dataset. Energies are from wB97M-V/def2-TZVPD.

Molar mass, g mol⁻¹: 1225.82
Lowest unoccupied orbital energy, eV: 0.426
F_max, eV/Å: 3.4
Highest occupied orbital energy, eV: -9.31
Energy relative to the best compared isomer or geometry (same formula, charge and spin), kcal/mol: 5.8
Gap between HOMO and LUMO, eV: 9.731

Each line ends with the Löwdin charge.
Atoms and positions in Å:
O1 3.71 -3.82 0.48  -0.172
O2 -2.91 1.95 6.90  -0.134
O3 -3.66 -1.19 3.13  -0.149
O4 -0.83 -1.12 0.36  -0.160
O5 -1.32 -5.71 0.53  -0.138
O6 -0.07 -1.12 4.51  -0.155
O7 2.18 3.25 5.96  -0.111
O8 5.48 3.56 1.57  -0.139
O9 6.48 -0.80 3.03  -0.120
O10 -1.53 -0.17 -4.52  -0.140
O11 5.64 1.27 -4.18  -0.129
O12 1.87 3.55 -3.91  -0.168
O13 -1.33 5.35 -0.01  -0.128
O14 -5.00 -2.59 -2.78  -0.151
O15 -3.51 3.78 -2.40  -0.154
O16 0.36 -4.65 -4.43  -0.148
O17 -6.09 1.07 0.39  -0.148
C1 -3.13 4.38 1.07  -0.156
C2 -4.02 -2.06 2.14  -0.272
C3 0.64 -4.86 -5.80  -0.205
C4 -0.59 -4.80 -0.31  -0.182
C5 -3.17 3.03 4.86  -0.184
C6 -2.67 1.63 4.69  -0.163
C7 6.18 -0.05 -4.09  -0.185
C8 6.07 0.54 2.98  -0.199
C9 4.49 -4.13 -1.66  -0.171
C10 4.50 -0.73 1.75  -0.176
C11 1.58 -4.49 -3.73  -0.222
C12 -1.67 4.15 0.60  -0.184
C13 4.62 -4.92 0.58  -0.165
C14 1.56 -2.73 3.95  -0.173
C15 4.56 0.36 2.80  -0.162
C16 -5.08 -3.43 -1.60  -0.183
C17 -7.20 0.24 0.78  -0.207
C18 -3.43 -1.88 4.34  -0.166
C19 -0.11 -0.99 -6.17  -0.159
C20 -4.30 2.02 -3.75  -0.177
C21 -4.07 3.29 -4.58  -0.171
C22 -2.88 -2.43 -1.70  -0.147
C23 3.28 3.93 0.82  -0.142
C24 3.90 -3.10 -0.72  -0.220
C25 1.75 4.17 4.97  -0.181
C26 -1.07 0.21 0.85  -0.188
C27 4.14 0.15 -2.86  -0.171
C28 -3.16 -3.19 2.38  -0.181
C29 0.87 -6.27 0.79  -0.192
C30 5.42 -4.85 -0.72  -0.145
C31 -2.02 1.26 6.02  -0.158
C32 0.49 -1.23 -0.23  -0.161
C33 -0.30 1.07 -0.07  -0.183
C34 4.98 -0.86 -3.65  -0.175
C35 1.32 3.95 -5.19  -0.188
C36 -3.22 3.23 6.35  -0.192
C37 -3.35 5.85 0.96  -0.154
C38 0.99 0.24 -0.24  -0.138
C39 1.89 1.91 5.67  -0.180
C40 2.08 -4.39 -6.02  -0.153
C41 0.60 0.09 -5.42  -0.184
C42 0.66 3.38 4.29  -0.177
C43 1.18 1.98 4.28  -0.171
C44 -2.46 6.14 -0.23  -0.235
C45 0.77 -1.58 3.43  -0.178
C46 -3.71 2.33 -2.40  -0.169
C47 -7.61 0.94 1.99  -0.190
C48 4.15 3.40 -0.33  -0.158
C49 0.43 -1.65 5.76  -0.190
C50 -3.84 -1.70 -2.70  -0.133
C51 -1.17 -1.40 -5.17  -0.188
C52 0.85 -4.98 0.07  -0.184
C53 -3.11 -3.32 3.92  -0.119
C54 0.13 4.79 -4.83  -0.155
C55 5.75 -1.55 2.06  -0.179
C56 4.28 4.11 1.99  -0.226
C57 0.90 3.67 -2.81  -0.147
C58 5.59 3.63 0.15  -0.171
C59 2.41 -3.66 -4.69  -0.140
C60 -0.44 -6.34 1.49  -0.180
C61 -4.14 4.39 -3.53  -0.205
C62 -0.47 0.76 -4.57  -0.195
C63 1.06 -2.95 5.35  -0.160
C64 -5.50 1.84 1.41  -0.215
C65 -0.37 4.16 -3.51  -0.159
C66 -6.28 1.33 2.63  -0.157
C67 4.30 1.40 -3.69  -0.188
C68 -3.63 -3.72 -1.34  -0.174
H1 -3.37 4.07 2.09  0.090
H2 -3.51 -4.13 1.96  0.115
H3 -5.38 1.93 -3.62  0.113
H4 -1.93 0.20 6.24  0.106
H5 0.34 5.85 -4.69  0.116
H6 -5.56 -4.39 -1.81  0.119
H7 -0.82 1.60 -5.17  0.117
H8 -3.55 1.03 4.45  0.098
H9 3.98 3.76 2.98  0.093
H10 4.47 -0.27 0.77  0.097
H11 -0.29 3.45 4.82  0.098
H12 2.40 3.35 1.10  0.090
H13 0.57 -1.74 -6.57  0.106
H14 -1.89 -2.57 -2.14  0.094
H15 -1.06 3.34 -3.72  0.078
H16 -6.97 -0.82 0.92  0.113
H17 -4.16 3.22 4.43  0.101
H18 2.00 -5.47 -3.51  0.124
H19 4.08 0.03 3.72  0.107
H20 2.54 4.45 4.29  0.096
H21 3.87 2.36 -0.47  0.093
H22 -0.03 -4.28 -6.43  0.112
H23 -6.44 2.08 3.40  0.111
H24 1.39 -0.77 3.04  0.105
H25 4.60 0.27 -1.88  0.103
H26 -0.31 -1.77 6.55  0.121
H27 -5.74 2.88 1.22  0.117
H28 -8.16 1.83 1.66  0.124
H29 3.55 1.45 -4.48  0.111
H30 0.34 1.30 4.20  0.078
H31 -3.96 -1.66 1.13  0.122
H32 -2.43 3.88 6.73  0.116
H33 0.31 -3.73 5.28  0.109
H34 -4.16 3.59 6.77  0.122
H35 -3.57 5.21 -3.96  0.119
H36 -2.52 3.77 4.38  0.094
H37 -4.07 -0.71 -2.32  0.106
H38 4.38 5.17 2.24  0.113
H39 -3.38 -1.73 -3.68  0.091
H40 1.12 0.75 -6.11  0.113
H41 6.32 -1.75 1.15  0.110
H42 1.37 5.08 5.42  0.125
H43 -0.78 1.19 -1.04  0.100
H44 1.17 1.43 6.33  0.099
H45 1.31 -0.31 -4.70  0.097
H46 -3.81 3.82 0.43  0.089
H47 6.24 2.85 -0.24  0.118
H48 -2.00 -1.97 -5.57  0.124
H49 3.00 -2.59 -1.05  0.114
H50 1.15 -1.81 0.42  0.092
H51 -0.78 -4.99 -1.37  0.118
H52 -2.80 1.72 -2.34  0.102
H53 -2.12 0.50 0.76  0.124
H54 -2.18 -3.70 4.34  0.097
H55 -4.32 6.28 0.73  0.121
H56 1.47 -3.62 3.33  0.105
H57 -0.07 0.93 -3.57  0.112
H58 6.36 0.96 3.94  0.129
H59 -5.20 4.65 -3.44  0.120
H60 5.68 -5.84 -1.11  0.118
H61 -2.78 -1.83 -0.80  0.078
H62 1.71 -6.43 1.47  0.115
H63 1.35 -3.95 -2.81  0.103
H64 -4.35 -1.79 4.92  0.124
H65 1.67 0.54 0.55  0.099
H66 2.76 1.25 5.58  0.108
H67 2.63 -2.57 3.85  0.107
H68 -1.69 3.39 -0.19  0.096
H69 6.65 -0.37 -5.02  0.121
H70 5.22 -1.81 -3.16  0.085
H71 1.47 0.48 -1.19  0.082
H72 4.03 -5.83 0.63  0.111
H73 1.23 -4.20 0.73  0.096
H74 6.87 -0.15 -3.25  0.115
H75 3.09 -0.11 -2.75  0.092
H76 2.03 -2.63 -4.71  0.098
H77 -2.84 6.47 1.70  0.118
H78 5.26 -4.74 1.45  0.113
H79 -0.63 4.67 -5.60  0.108
H80 -1.00 1.66 6.01  0.093
H81 -5.05 -2.37 2.32  0.127
H82 -3.30 -4.53 -1.99  0.116
H83 2.15 -3.78 -6.92  0.102
H84 0.56 -5.93 -5.99  0.118
H85 2.79 -5.21 -6.16  0.107
H86 -2.01 1.55 3.82  0.102
H87 0.15 -2.00 2.64  0.107
H88 5.43 -2.53 2.42  0.107
H89 -8.16 0.33 2.70  0.120
H90 -2.19 7.18 -0.40  0.125
H91 0.49 3.69 3.25  0.103
H92 0.53 -1.60 -1.25  0.111
H93 -1.05 3.86 1.45  0.103
H94 -0.85 4.89 -2.86  0.105
H95 -4.81 3.44 -5.36  0.114
H96 -4.45 1.64 1.61  0.107
H97 1.06 3.03 -5.70  0.095
H98 -2.14 -2.99 2.03  0.107
H99 0.69 2.69 -2.37  0.086
H100 3.93 3.94 -1.24  0.106
H101 6.29 -4.23 -0.50  0.115
H102 2.02 4.57 -5.74  0.122
H103 -4.02 1.13 -4.32  0.107
H104 1.21 4.40 -2.06  0.115
H105 -0.44 -5.74 2.40  0.111
H106 -0.83 -7.33 1.70  0.125
H107 -7.98 0.34 0.03  0.123
H108 -4.42 1.96 -1.67  0.107
H109 1.53 -4.97 -0.79  0.093
H110 -0.75 0.40 1.87  0.112
H111 -0.57 -0.51 -7.03  0.124
H112 -2.58 -1.42 4.85  0.091
H113 3.58 -1.30 1.84  0.089
H114 4.92 -3.77 -2.60  0.096
H115 4.67 -2.35 -0.53  0.100
H116 1.83 -3.26 6.05  0.121
H117 3.48 -3.81 -4.53  0.099
H118 -3.40 -4.07 -0.33  0.088
H119 -3.08 3.24 -5.03  0.094
H120 4.41 -1.17 -4.53  0.103
H121 6.03 4.57 -0.18  0.121
H122 -0.10 2.05 0.35  0.092
H123 -5.63 -2.88 -0.84  0.108
H124 -2.94 5.82 -1.16  0.099
H125 1.84 1.80 3.44  0.094
H126 -0.82 -2.12 -4.42  0.103
H127 1.17 -1.00 6.23  0.108
H128 0.91 -7.10 0.09  0.124
H129 2.89 4.92 0.58  0.106
H130 3.67 -4.79 -1.95  0.095
H131 4.23 2.25 -3.00  0.101
H132 -3.86 -4.06 4.19  0.107
H133 6.49 1.15 2.19  0.113
H134 -0.87 -3.75 -0.17  0.091
H135 -5.76 0.46 3.05  0.102
H136 4.12 1.30 2.47  0.090